This record from OMol25 describes C25H21BaN4O5S2 as an isolated structure. The level of theory is wB97M-V/def2-TZVPD.

Values from the calculation:
* total energy: -64831.700 eV
* HOMO-LUMO gap: 6.64 eV
* multiplicity: 1
* net charge: -1
* relative energy (zero: lowest compared OMol25 entry of this formula, charge and spin): 0.00 kcal per mole
* molar mass: 658.928 g mol⁻¹
* highest occupied orbital energy: -4.708 eV

Last column: Mulliken charge in e.
Cartesian coordinates (Å):
Ba1 0.6552 -1.1672 -0.8331  2.063
C1 3.8762 -1.3491 2.3445  -0.676
O1 3.9070 -2.7765 2.4225  -0.514
C2 2.7060 -3.4045 2.6007  0.337
C3 2.5868 -4.2953 3.6504  -0.488
C4 1.3941 -4.9837 3.8782  -0.675
C5 0.3176 -4.7316 3.0435  -0.790
C6 0.4239 -3.8472 1.9727  0.839
C7 -0.8442 -3.6335 1.1755  -0.980
N1 -0.9900 -2.7708 0.2662  0.184
N2 -2.3352 -2.6232 -0.2587  -0.792
C8 -2.3563 -1.9060 -1.3654  0.583
O2 -1.3689 -1.5063 -2.0947  -1.010
C9 -3.7546 -1.4958 -1.7631  0.325
C10 -3.9173 -0.2685 -2.3915  -0.494
C11 -5.1890 0.1782 -2.7419  -0.497
C12 -6.2970 -0.6193 -2.4838  -0.353
C13 -6.1331 -1.8593 -1.8699  -0.533
C14 -4.8644 -2.2928 -1.5042  -0.283
C15 1.6515 -3.2049 1.6912  0.555
O3 1.8151 -2.4582 0.6065  -0.868
H1 4.8867 -1.0054 2.5549  0.287
H2 3.1994 -0.9469 3.1015  0.298
H3 3.5588 -1.0088 1.3653  0.206
H4 3.4526 -4.4374 4.2882  0.408
H5 1.3064 -5.6764 4.7041  0.367
H6 -0.6391 -5.2162 3.2126  0.316
H7 -1.7044 -4.2550 1.4478  0.281
H8 -3.0354 0.3253 -2.5951  0.408
H9 -5.3142 1.1446 -3.2158  0.370
H10 -7.2875 -0.2782 -2.7599  0.352
H11 -6.9960 -2.4841 -1.6731  0.356
H12 -4.7167 -3.2421 -1.0053  0.412
O4 0.7243 4.8832 -0.2833  -0.708
C16 0.0462 4.4187 0.7864  0.454
C17 -0.5282 5.3618 1.6415  -0.738
C18 -1.1920 4.9515 2.7840  -0.233
C19 -1.3012 3.5942 3.0953  -0.782
C20 -0.7440 2.6647 2.2308  -0.499
C21 -0.0719 3.0479 1.0680  0.344
C22 0.4571 1.9771 0.1656  0.737
O5 0.1311 0.7706 0.4063  -0.958
N3 1.2400 2.4210 -0.8134  -0.565
N4 1.7201 1.3804 -1.6550  -0.217
C23 2.5835 1.8011 -2.4810  0.113
S1 3.1116 3.4595 -2.6473  -0.135
C24 4.3877 3.0958 -3.8507  -0.547
C25 3.9085 1.9390 -4.7172  -0.602
S2 3.3647 0.6563 -3.6103  -0.147
H13 1.1984 4.0885 -0.6637  0.690
H14 -0.4213 6.4107 1.3916  0.386
H15 -1.6233 5.6990 3.4431  0.342
H16 -1.8210 3.2713 3.9885  0.404
H17 -0.8321 1.6032 2.4224  0.370
H18 5.3071 2.8160 -3.3366  0.295
H19 4.5646 3.9929 -4.4464  0.350
H20 4.7102 1.5326 -5.3336  0.350
H21 3.0857 2.2590 -5.3561  0.299

***

This record from OMol25 describes C25H21Br2ClN2NbO10 as an isolated structure. The level of theory is wB97M-V/def2-TZVPD.

Values from the calculation:
* total energy: -203877.665 eV
* HOMO-LUMO gap: 7.66 eV
* multiplicity: 1
* net charge: -1
* relative energy (zero: lowest compared OMol25 entry of this formula, charge and spin): 11.40 kcal per mole
* molar mass: 797.614 g mol⁻¹
* highest occupied orbital energy: -5.394 eV

Last column: Mulliken charge in e.
Cartesian coordinates (Å):
Nb1 -0.7542 0.5140 0.0466  0.746
O1 1.7297 3.9823 -0.5933  -0.740
C1 1.4394 2.8694 -0.1945  -0.197
O2 0.2141 2.3569 -0.1716  -0.602
C2 2.4918 1.8345 0.4407  -0.370
C3 2.2665 1.7168 1.9726  -0.190
C4 3.3178 1.0011 2.8113  -0.834
C5 2.8191 -0.4812 2.8940  -1.092
C6 1.5627 -0.5008 1.9989  -0.262
O3 1.0701 0.8625 2.1206  -0.165
C7 2.5358 0.3595 -0.2065  2.316
C8 1.8015 0.4107 -1.5899  -0.528
O4 2.3401 0.5075 -2.6752  -0.742
O5 0.4958 0.2030 -1.5231  -0.522
H1 3.4949 2.2895 0.2983  0.763
H2 2.0127 2.7179 2.3883  0.606
H3 4.3339 1.0923 2.3665  0.345
H4 3.3249 1.5224 3.7880  0.321
H5 3.6005 -1.2020 2.6389  0.380
H6 2.4746 -0.7076 3.9293  0.435
H7 0.7701 -1.1895 2.3141  0.783
H8 4.1941 -0.0236 -1.4740  0.593
Br1 -1.8805 -4.1951 -1.0007  -0.182
C9 -0.0797 -3.7172 -0.7720  -0.391
C10 0.9794 -4.5780 -0.9762  -0.199
C11 2.2860 -4.2030 -0.6633  0.226
Br2 3.5722 -5.5156 -0.9027  -0.253
C12 2.6100 -2.9202 -0.1950  0.941
C13 3.9806 -2.6028 0.1275  -1.144
C14 4.5692 -1.3807 0.1092  -0.928
C15 4.0193 -0.0842 -0.3870  -1.029
N1 1.7449 -0.6438 0.5516  1.378
C16 1.5572 -1.9800 0.0102  -1.434
C17 0.1911 -2.3878 -0.3086  0.574
O6 -0.7848 -1.5718 -0.0696  -0.586
H9 0.8186 -5.5846 -1.3233  0.425
H10 4.6186 -3.4604 0.3795  0.294
H11 5.5973 -1.3022 0.5011  0.326
H12 4.6630 0.7260 0.0341  0.366
O7 -1.3479 1.1008 4.0305  -0.683
Cl1 -1.9606 1.0014 2.7505  1.963
O8 -3.3760 1.0732 2.8909  -0.663
O9 -1.5350 -0.2507 2.0712  -0.592
O10 -1.4578 2.1248 1.8258  -0.473
C18 -3.8293 3.2062 0.0187  -1.214
C19 -4.2682 2.1334 -0.9454  0.810
C20 -5.5198 2.2697 -1.5424  -0.789
C21 -5.9830 1.3467 -2.4856  -0.745
C22 -5.2205 0.2076 -2.8018  -0.979
C23 -3.9464 0.0472 -2.2689  0.836
C24 -3.1289 -1.1409 -2.6841  -0.834
C25 -3.4778 1.0056 -1.3110  0.694
N2 -2.2619 0.8430 -0.8013  -0.133
H13 -4.3447 4.1228 -0.2911  0.463
H14 -2.7286 3.3612 -0.0156  0.111
H15 -4.1353 2.9556 1.0502  0.191
H16 -6.1547 3.1213 -1.2789  0.358
H17 -6.9402 1.5304 -2.9487  0.373
H18 -5.5889 -0.5142 -3.5005  0.355
H19 -3.7003 -1.6670 -3.4639  0.400
H20 -2.9101 -1.8111 -1.8342  -0.095
H21 -2.1821 -0.8017 -3.1594  0.219